(1)
This record from the Open Molecules 2025 dataset describes C27H20N3O4OsSSe as an isolated structure. The level of theory is wB97M-V/def2-TZVPD.

CARTESIAN COORDINATES (ANGSTROEM)
Os  0.0839  -1.0400  0.3456
O  -3.6924  -3.2412  1.4509
C  -3.9592  -2.6050  2.6073
C  -4.9644  -3.1545  3.4067
C  -5.3186  -2.5567  4.5993
C  -4.6794  -1.3923  5.0223
C  -3.6799  -0.8514  4.2366
C  -3.2977  -1.4374  3.0269
C  -2.1710  -0.8572  2.2403
O  -1.8124  -1.5154  1.1702
N  -1.6667  0.2612  2.6586
N  -0.5978  0.7018  1.8726
C  -0.1229  1.8034  2.3009
C  1.0246  2.6085  1.8234
C  0.9998  3.9637  2.1573
C  2.0416  4.8160  1.8308
C  3.1592  4.3091  1.1790
C  3.2156  2.9641  0.8512
C  2.1585  2.1297  1.1665
O  2.2386  0.7980  0.8815
H  -2.9004  -2.8150  1.0600
H  -5.4471  -4.0610  3.0614
H  -6.0919  -3.0056  5.2124
H  -4.9551  -0.9207  5.9575
H  -3.1617  0.0492  4.5380
H  -0.6449  2.2244  3.1602
H  0.1340  4.3487  2.6860
H  1.9838  5.8663  2.0892
H  3.9852  4.9607  0.9219
H  4.0670  2.5377  0.3373
O  -0.6067  -1.6787  -1.4296
S  -0.1370  -2.0266  -2.9364
C  1.6148  -2.2384  -2.8805
C  2.3831  -1.8550  -3.9814
C  3.7663  -1.9725  -3.9473
C  4.4036  -2.4409  -2.8032
C  3.6412  -2.8335  -1.7083
C  2.2542  -2.7571  -1.7537
C  0.5411  1.2376  -2.2535
C  1.0594  1.4031  -3.5376
C  0.2127  1.5062  -4.6288
C  -1.1666  1.4750  -4.4557
C  -1.6855  1.3605  -3.1727
C  -0.8407  1.2542  -2.0761
H  1.8875  -1.4499  -4.8571
H  4.3526  -1.6603  -4.8055
H  5.4862  -2.4971  -2.7649
H  4.1225  -3.1970  -0.8066
H  1.6635  -3.1064  -0.9160
H  2.1361  1.4323  -3.6567
H  0.6314  1.6155  -5.6225
H  -1.8297  1.5365  -5.3102
H  -2.7581  1.3485  -3.0193
H  -1.2463  1.1908  -1.0728
N  1.4279  1.2010  -1.1744
C  1.4075  0.4071  -0.2005
Se  1.3504  -2.1442  1.9193

Force components x, y, z for each atom (eV/Å):
-0.19 -0.13 -0.12
-0.01 -0.12 0.12
0.00 0.02 -0.07
-0.06 0.03 0.05
0.03 0.00 0.01
-0.01 -0.02 -0.04
-0.02 0.02 -0.04
0.10 -0.07 0.02
-0.39 -0.18 -0.24
0.19 0.09 0.32
0.21 0.02 -0.20
-0.15 -0.27 0.00
0.31 0.40 0.06
-0.32 -0.01 0.16
-0.03 0.14 0.04
-0.03 -0.03 0.00
-0.02 -0.02 0.01
0.07 0.12 0.02
-0.04 -0.22 -0.08
-0.02 -0.20 -0.26
0.02 0.13 -0.05
0.02 0.04 0.01
0.00 0.02 -0.02
0.01 -0.02 -0.03
0.01 -0.04 0.01
0.03 0.10 0.02
0.03 0.00 -0.01
0.01 -0.04 0.00
-0.01 0.00 0.01
-0.04 0.00 0.01
0.04 -0.07 -0.17
-0.03 0.07 -0.03
0.10 0.01 0.28
-0.04 -0.01 -0.05
-0.05 -0.01 0.03
-0.05 -0.02 0.04
-0.06 0.06 -0.06
0.03 -0.05 -0.08
0.05 -0.05 0.09
0.03 -0.05 -0.08
0.01 -0.01 0.03
0.02 -0.05 0.07
0.06 0.00 0.04
-0.13 0.04 -0.05
0.03 0.06 0.04
-0.05 -0.03 0.03
-0.07 0.00 0.00
-0.05 0.00 -0.06
0.07 0.08 0.02
-0.04 -0.01 -0.01
0.00 -0.01 0.00
0.02 0.04 0.02
0.02 0.00 0.00
-0.01 -0.02 -0.03
0.17 0.43 -0.45
0.03 -0.13 0.55
0.17 -0.01 0.11

Output
⟨S²⟩	6.03
total charge	-1
gap between HOMO and LUMO (spin up / spin down)	6.704 / 6.723	eV
multiplicity	5
energy relative to the best compared isomer or geometry (same formula, charge and spin)	0.0000	eV

(2)
This record from the Open Molecules 2025 dataset describes an isolated ion of composition CH9N5 and charge +2 at a distorted geometry. The level of theory is wB97M-V/def2-TZVPD.

CARTESIAN COORDINATES (ANGSTROEM)
C  0.8876  -0.4878  -0.8422
N  0.1778  -1.6073  -0.2646
N  -0.0773  0.6870  -0.9536
N  -1.3149  2.0614  0.5230
N  0.3551  -1.8775  1.0367
N  -0.2148  1.4951  0.2164
H  1.6863  -0.0125  -0.2111
H  1.0783  -0.8110  -1.9596
H  -0.0557  -2.4141  -0.8690
H  -0.9738  0.7771  -1.5391
H  -1.9867  2.1637  -0.2429
H  -1.3199  2.6242  1.3672
H  -0.2126  -2.5690  1.4025
H  1.3416  -1.6268  1.5028
H  0.6290  1.5974  0.8335

Force components x, y, z for each atom (eV/Å):
-1.92 1.31 -2.34
1.39 -0.86 1.47
-1.13 1.51 1.04
-2.15 0.72 0.02
3.65 2.69 -1.07
3.83 -2.71 -1.49
-0.12 -1.35 -0.86
0.41 1.03 2.35
-0.35 0.55 0.33
2.02 -0.87 0.89
-0.05 0.38 0.71
-0.29 0.20 -0.21
-1.23 -1.94 1.15
-2.93 -0.69 -1.14
-1.15 0.04 -0.86

Output
SMILES	NNCN[NH+]=[NH2+]
total charge	+2
gap between HOMO and LUMO (spin up / spin down)	10.141 / 6.659	eV
energy relative to the best compared isomer or geometry (same formula, charge and spin)	7.2225	eV

(3)
This record from the Open Molecules 2025 dataset describes a 2-piece molecular cluster, C6H16 overall at a distorted geometry. The level of theory is wB97M-V/def2-TZVPD.

CARTESIAN COORDINATES (ANGSTROEM)
C  0.3582  -0.2188  1.5201
C  -0.0046  -0.9600  2.7780
C  0.0011  1.2790  1.6325
H  1.4438  -0.2972  1.3960
H  -0.2601  -0.7038  0.7599
H  -1.0737  -1.1938  2.9591
H  -1.0014  1.4240  1.2172
H  -0.0498  1.6171  2.6894
H  0.6479  2.0307  1.1805
H  0.4979  -1.9271  2.9552
H  0.2913  -0.4784  3.7282
C  0.0908  -0.0359  -2.6368
C  -1.3371  -0.3333  -2.1961
C  1.0535  0.1670  -1.4812
H  0.4520  -0.7835  -3.3374
H  0.0014  0.8730  -3.2517
H  -1.4215  -0.9756  -1.3260
H  0.8150  0.9842  -0.8103
H  1.1881  -0.7776  -0.9623
H  -1.9320  -0.6584  -3.0643
H  -1.7765  0.5886  -1.7856
H  2.0158  0.3800  -1.9646

Force components x, y, z for each atom (eV/Å):
-0.05 0.54 0.87
-0.21 -1.06 2.59
-0.88 0.31 0.72
-0.32 -0.34 -0.53
0.79 0.26 -0.44
0.33 0.37 -0.61
0.06 0.21 0.08
-0.02 -0.44 -0.43
0.26 -0.47 -0.43
-0.07 0.08 -0.86
-0.01 0.52 -0.51
-0.86 0.70 -0.08
-0.32 0.76 0.05
0.95 -0.33 -1.41
0.16 -0.35 0.16
0.33 -0.06 0.17
0.14 -0.82 -0.26
-0.22 -0.08 0.02
-0.07 0.11 0.30
-0.04 -0.08 0.61
-0.03 0.02 -0.43
0.09 0.16 0.42

Output
SMILES	CCC.CCC
gap between HOMO and LUMO	12.150	eV
energy relative to the best compared isomer or geometry (same formula, charge and spin)	0.7709	eV